i) Here is an isolated molecule of C5H9NO2 from the Open Molecules 2025 dataset. Energies are from ωB97M-V with the def2-TZVPD basis set.

Each line ends with the natural charge from an NBO analysis.
Element x y z (Å)
C -1.850 0.398 1.142  -0.255
C -1.233 0.317 -0.003  0.288
C -0.294 0.259 1.150  0.044
C 0.561 0.340 -2.719  -0.446
C 1.188 -1.112 2.574  -0.255
N -0.562 1.152 -2.175  -0.309
O -1.468 0.353 -1.372  -0.387
O 0.207 -1.072 1.516  -0.573
H -2.751 0.125 1.623  0.225
H 0.530 0.970 1.475  0.180
H 1.385 0.274 -1.953  0.205
H 0.155 -0.647 -3.040  0.191
H 0.929 0.718 -3.607  0.206
H 1.766 -2.041 2.345  0.195
H 0.753 -1.127 3.573  0.175
H 1.910 -0.276 2.457  0.164
H -1.227 1.368 -2.986  0.350

E_HOMO ... -0.327 Eh
Net charge ... 0


ii) Here is a structure of composition C5H9NO2 from the Open Molecules 2025 dataset. Energies are from ωB97M-V with the def2-TZVPD basis set.

Each line ends with the natural charge from an NBO analysis.
Element x y z (Å)
C -0.366 0.062 -0.940  -0.607
C 0.857 -1.587 0.979  -0.712
C -1.786 0.095 -0.380  -0.623
C 1.346 -0.654 -0.073  0.810
O 2.240 -0.666 -0.824  -0.495
H -0.206 0.707 -1.800  0.250
H -0.196 -0.948 -1.330  0.232
H -0.001 -1.193 1.508  0.253
H 1.680 -1.738 1.679  0.261
H 0.608 -2.532 0.493  0.244
H -1.871 -0.473 0.551  0.196
H -2.105 1.117 -0.184  0.234
H -2.485 -0.354 -1.091  0.211
N 0.027 2.491 -0.170  -0.792
C 0.536 1.431 0.227  0.782
O 1.334 0.933 1.037  -0.634
H 0.388 3.310 0.317  0.389

E_HOMO ... -0.346 Eh
Net charge ... 0


Energies relative to the most stable structure, in eV: i) 2.456; ii) 0.000.


i) Here is an isolated molecule of C5H9NO2 from the Open Molecules 2025 dataset. Energies are from ωB97M-V with the def2-TZVPD basis set.

Each line ends with the natural charge from an NBO analysis.
Element x y z (Å)
C 1.675 -0.628 0.182  -0.446
C -0.286 1.696 -0.510  -0.640
N 0.259 -0.818 -0.118  -0.143
C -0.755 -0.742 1.611  0.727
C -1.627 -0.023 0.867  -0.609
C -0.977 0.357 -0.390  0.008
O 0.164 -1.763 -1.205  -0.564
O -0.345 -1.141 2.657  -0.516
H 0.483 -1.269 -1.978  0.444
H -2.689 -0.222 0.915  0.250
H -1.619 0.172 -1.261  0.206
H 2.115 -1.591 0.458  0.233
H 1.786 0.019 1.053  0.220
H 2.210 -0.205 -0.670  0.179
H 0.411 1.883 0.309  0.216
H -1.041 2.490 -0.451  0.230
H 0.235 1.787 -1.469  0.205

E_HOMO ... -0.294 Eh
Net charge ... 0


ii) Here is a cluster of 2 separate species, C5H9NO2 in total from the Open Molecules 2025 dataset. Energies are from ωB97M-V with the def2-TZVPD basis set.

Each line ends with the natural charge from an NBO analysis.
Element x y z (Å)
C -1.234 -0.629 1.414  -0.737
C -0.526 -1.285 0.269  0.547
C 0.935 -0.820 0.268  -0.203
C 1.352 0.269 -0.670  -0.058
C 0.126 0.734 -1.707  -0.136
H -2.537 -0.798 1.531  0.278
H -0.428 -0.748 2.293  0.246
H -1.193 0.535 1.233  0.243
H 1.870 -1.502 0.714  0.243
H 0.528 0.989 1.254  0.373
H 2.363 0.341 -1.119  0.221
H 0.335 1.444 -2.579  0.193
H -0.312 -0.286 -1.948  0.237
H -0.518 1.769 0.312  0.296
N 1.297 0.576 0.658  -0.589
O -1.004 -1.861 -0.819  -0.525
O -1.054 1.274 -1.105  -0.630

E_HOMO ... -0.362 Eh
Net charge ... 0


Energies relative to the most stable structure, in eV: i) 0.000; ii) 3.649.


i) Here is an isolated molecule of C5H9NO2 from the Open Molecules 2025 dataset. Energies are from ωB97M-V with the def2-TZVPD basis set.

Each line ends with the natural charge from an NBO analysis.
Element x y z (Å)
C 0.979 1.714 -1.212  -0.372
C 0.998 0.496 -0.723  -0.187
C -1.549 0.363 0.132  0.782
C 0.481 -0.253 1.589  -0.592
C -0.084 -0.195 0.095  -0.039
N -0.235 -1.511 -0.484  -0.868
O -1.790 1.295 0.852  -0.578
O -2.479 -0.357 -0.571  -0.683
H 1.794 2.164 -1.741  0.209
H 0.116 2.281 -1.056  0.209
H 1.886 -0.172 -0.486  0.203
H 1.510 -0.307 1.652  0.207
H 0.001 -1.031 2.070  0.203
H 0.131 0.609 2.116  0.243
H -0.102 -2.336 -0.003  0.378
H 0.367 -1.622 -1.317  0.375
H -2.025 -1.138 -0.911  0.510

E_HOMO ... -0.354 Eh
Net charge ... 0


ii) Here is an isolated molecule of C5H9NO2 from the Open Molecules 2025 dataset. Energies are from ωB97M-V with the def2-TZVPD basis set.

Each line ends with the natural charge from an NBO analysis.
Element x y z (Å)
C -0.653 1.662 -1.096  -0.745
C 0.165 0.504 -1.447  0.557
C -0.255 -0.902 -0.982  -0.185
C 0.009 -1.395 0.338  -0.113
C 0.933 -0.716 1.367  -0.105
H -0.330 2.548 -1.658  0.251
H -1.821 1.514 -1.166  0.248
H -0.263 1.846 0.000  0.263
H -0.619 -1.599 -1.846  0.243
H -1.016 0.250 0.643  0.347
H 0.145 -2.472 0.291  0.213
H 1.053 -1.492 2.261  0.177
H 1.777 -0.797 0.732  0.201
H 0.098 0.548 2.481  0.469
N -1.257 -0.766 0.252  -0.590
O 1.238 0.628 -2.030  -0.537
O 0.794 0.639 1.861  -0.693

E_HOMO ... -0.352 Eh
Net charge ... 0


iii) Here is a cluster of 2 separate species, C5H9NO2 in total from the Open Molecules 2025 dataset. Energies are from ωB97M-V with the def2-TZVPD basis set.

Each line ends with the natural charge from an NBO analysis.
Element x y z (Å)
C -1.566 0.280 -0.733  -0.194
C -1.272 0.456 0.738  0.416
O -2.359 1.302 -1.279  -0.696
O -1.500 -0.332 1.623  -0.548
H -3.229 1.300 -0.855  0.469
H -2.000 -0.711 -0.912  0.177
H -0.607 0.321 -1.261  0.228
H -1.155 1.578 1.002  0.110
C 1.323 -0.280 0.714  -0.045
C 1.667 -1.782 -1.002  -0.025
C 1.230 1.021 1.104  -0.374
N 1.420 -0.598 -0.635  -0.448
H 1.695 -1.035 1.417  0.181
H 1.575 -2.034 -2.047  0.176
H 1.976 -2.586 -0.326  0.145
H 1.545 1.296 2.100  0.215
H 1.260 1.804 0.352  0.213

E_HOMO ... -0.341 Eh
Net charge ... 0


Energies relative to the most stable structure, in eV: i) 0.000; ii) 2.349; iii) 2.070.


i) Here is a cluster of 3 separate species, C5H9NO2 in total from the Open Molecules 2025 dataset. Energies are from ωB97M-V with the def2-TZVPD basis set.

Each line ends with the natural charge from an NBO analysis.
Element x y z (Å)
C -0.939 1.583 1.594  -0.679
C -0.343 1.098 0.226  0.374
C -0.634 -1.211 -0.003  0.031
C 0.615 -1.443 -1.025  -0.119
C 0.897 -0.847 0.410  0.052
H -0.335 2.560 1.567  0.221
H -0.547 0.963 2.652  0.223
H -2.103 1.728 1.808  0.234
H -0.342 1.926 -0.559  0.175
H -1.313 -2.022 0.500  0.229
H 0.977 -2.398 -0.831  0.188
H 0.436 -1.153 -3.459  0.304
H 0.885 0.698 -1.904  0.352
H 1.592 -1.422 1.050  0.218
N 1.290 -0.698 -2.188  -0.737
O -1.026 0.065 -0.432  -0.536
O 0.889 0.573 0.593  -0.530

E_HOMO ... -0.331 Eh
Net charge ... 0


ii) Here is an isolated molecule of C5H9NO2 from the Open Molecules 2025 dataset. Energies are from ωB97M-V with the def2-TZVPD basis set.

Each line ends with the natural charge from an NBO analysis.
Element x y z (Å)
C 0.021 -0.036 0.805  -0.146
C -1.326 0.144 -0.032  0.793
C 0.881 1.150 0.554  -0.421
C 1.638 0.664 -0.640  -0.426
C 1.744 -0.865 -0.399  -0.205
H 0.616 -1.925 0.899  0.373
H -0.168 -0.023 1.838  0.212
H 1.628 1.318 1.313  0.201
H 0.318 2.057 0.573  0.247
H 2.667 1.021 -0.718  0.212
H 1.172 1.097 -1.549  0.219
H 1.913 -1.547 -1.217  0.196
H 2.663 -1.084 0.200  0.152
H -2.731 -0.778 -0.757  0.486
N 0.550 -1.154 0.241  -0.621
O -1.683 1.220 -0.348  -0.595
O -2.027 -1.021 -0.151  -0.677

E_HOMO ... -0.310 Eh
Net charge ... 0


iii) Here is a structure of composition C5H9NO2 from the Open Molecules 2025 dataset. Energies are from ωB97M-V with the def2-TZVPD basis set.

Each line ends with the natural charge from an NBO analysis.
Element x y z (Å)
C 1.892 0.498 0.912  -0.642
C 1.018 0.132 -0.277  0.302
N 1.662 0.439 -1.534  -0.841
O 0.456 -1.132 -0.232  -0.534
H 1.716 1.442 -1.694  0.374
H 1.146 0.042 -2.314  0.374
H 2.866 0.010 0.826  0.229
H 2.050 1.578 0.960  0.216
H 1.433 0.179 1.850  0.207
C -2.445 -0.970 0.187  -0.679
C -1.070 -0.494 0.504  0.053
C -0.503 0.656 -0.217  0.515
O -1.020 1.518 -0.894  -0.534
H -0.748 -0.631 1.532  0.225
H -3.117 -0.754 1.030  0.241
H -2.875 -0.460 -0.678  0.241
H -2.462 -2.054 0.039  0.252

E_HOMO ... -0.325 Eh
Net charge ... 0


Energies relative to the most stable structure, in eV: i) 8.171; ii) 0.000; iii) 1.222.